[1]
DFT (ωB97M-V/def2-TZVPD) results for a molecular structure, C50H50N7Pt.

Calculated values
**<S²>**: 2.033
**LUMO energy (alpha / beta)**: 2.11 / 2.10 eV
**Multiplicity**: 3
**Total charge**: -1

Last column: Löwdin charge in e.
CARTESIAN COORDINATES (ANGSTROEM)
Pt -0.053094 -0.229764 0.090584  1.354
N 7.284576 0.307670 7.531218  0.121
C 6.481541 0.300311 6.706176  -0.207
C 5.476429 0.292339 5.678738  -0.255
C 5.411017 -0.748543 4.745591  -0.035
C 4.437108 -0.753304 3.769544  -0.024
C 3.471948 0.270176 3.676996  -0.163
C 3.560697 1.308522 4.623568  -0.035
C 4.539574 1.323633 5.597141  -0.039
C 2.440006 0.244756 2.642695  -0.094
C 2.853852 -0.063576 1.297400  -0.291
C 4.174838 -0.020503 0.803691  -0.063
C 4.128768 -0.344877 -0.558385  -0.104
C 2.791372 -0.558585 -0.859400  -0.186
N 2.019930 -0.385508 0.246479  -0.103
C 1.084181 0.537022 3.024673  -0.285
C 0.577582 0.818140 4.314316  -0.063
C -0.804800 1.035065 4.188004  -0.112
C -1.101844 0.865220 2.843836  -0.227
N 0.023836 0.571854 2.147028  -0.067
H 6.133197 -1.554385 4.799645  0.113
H 4.384620 -1.574903 3.067759  0.118
H 2.865983 2.134730 4.558304  0.109
H 4.602006 2.147205 6.298782  0.112
H 5.053679 0.242044 1.375326  0.098
H 4.957007 -0.410093 -1.249768  0.082
H 2.367113 -0.869566 -1.802586  0.090
H 1.141105 0.827521 5.233218  0.086
H -1.505865 1.275198 4.975356  0.080
H -2.063757 0.908026 2.350037  0.091
C -1.952392 4.243876 2.463906  -0.025
C -2.263592 5.172374 1.318002  -0.207
C -3.200782 6.193432 1.471873  -0.048
C -3.464940 7.106473 0.463600  -0.093
C -2.780669 7.015721 -0.740125  -0.094
C -1.858548 5.999375 -0.926869  -0.021
C -1.602528 5.073675 0.082893  -0.213
N -0.618445 4.081019 -0.141044  0.142
C -0.835981 2.713528 -0.157582  -0.348
N -2.130216 2.365485 -0.048419  0.152
C -2.772850 1.109982 -0.189686  -0.220
C -2.073450 -0.093771 -0.223566  -0.228
C -2.839193 -1.228323 -0.517573  -0.119
C -4.212149 -1.177059 -0.697395  -0.091
C -4.880055 0.033489 -0.568181  -0.072
C -4.167618 1.194395 -0.318873  -0.225
C -4.889093 2.515132 -0.184886  -0.048
N 0.153171 1.886488 -0.315834  0.012
C 1.463306 2.471235 -0.290378  -0.258
C 1.978161 2.984355 0.898506  -0.029
C 3.228155 3.577640 0.921446  -0.074
C 3.967381 3.672027 -0.251691  -0.089
C 3.447847 3.167417 -1.433262  -0.051
C 2.194458 2.560367 -1.473703  -0.225
C 1.623132 2.030496 -2.765350  -0.040
H -2.177031 4.726883 3.415286  0.084
H -0.902894 3.945459 2.462893  0.080
H -2.533255 3.320865 2.414519  0.068
H -3.714472 6.283238 2.423471  0.111
H -4.188185 7.897482 0.623188  0.099
H -2.969765 7.726745 -1.535481  0.100
H -1.322144 5.908368 -1.865740  0.115
H 0.228846 4.368350 -0.603121  0.145
H -2.756098 3.151134 -0.049297  0.090
H -2.339272 -2.182767 -0.599534  0.080
H -4.764336 -2.079813 -0.931800  0.096
H -5.960085 0.079413 -0.672276  0.101
H -5.965201 2.353115 -0.226781  0.075
H -4.634555 3.219649 -0.987369  0.086
H -4.670399 3.008602 0.770320  0.078
H 1.387085 2.895927 1.803770  0.112
H 3.631730 3.947365 1.857668  0.102
H 4.951676 4.126685 -0.241732  0.097
H 4.030295 3.229112 -2.346924  0.108
H 2.420952 1.757249 -3.458131  0.080
H 0.995325 2.782001 -3.256625  0.082
H 1.002519 1.151884 -2.582500  0.048
C 1.434841 -5.796015 -3.202067  -0.063
C 0.966825 -4.390559 -2.908054  -0.287
C 0.809435 -3.476623 -3.942287  -0.050
C 0.334125 -2.200815 -3.648626  -0.291
C 0.208601 -1.157922 -4.730712  -0.053
C -0.000085 -1.885192 -2.347711  -0.065
C 0.189420 -2.757586 -1.234838  -0.288
C 0.689745 -4.034927 -1.592786  0.000
N -0.165680 -2.314337 0.018338  -0.112
C -0.159948 -3.115095 1.273660  -0.591
C -1.196356 -2.513130 2.226764  -0.058
C -0.598094 -4.586440 1.122566  -0.063
C 1.219852 -3.088004 1.945645  -0.034
H 1.721293 -5.901288 -4.250059  0.065
H 0.638943 -6.516720 -2.996348  0.076
H 2.293025 -6.068999 -2.582362  0.075
H 1.044897 -3.753381 -4.967123  0.101
H 0.256424 -1.614423 -5.721374  0.068
H 1.026204 -0.434020 -4.657531  0.067
H -0.729821 -0.603185 -4.647144  0.079
H -0.447409 -0.910527 -2.167480  0.067
H 0.906718 -4.773594 -0.846842  0.081
H -2.210473 -2.677181 1.844845  0.082
H -1.043518 -1.450231 2.356216  0.033
H -1.109561 -2.989990 3.208407  0.087
H -1.397622 -4.697437 0.385546  0.088
H -0.980034 -4.916869 2.091138  0.076
H 0.224429 -5.248170 0.868308  0.059
H 1.469974 -2.077752 2.258051  0.051
H 1.988823 -3.433685 1.245225  0.088
H 1.225305 -3.735381 2.831282  0.085

Force components x, y, z for each atom (eV/Å):
0.14 0.27 -0.18
0.03 0.00 0.03
-0.15 -0.01 -0.19
-0.01 -0.05 -0.03
0.09 -0.01 0.04
-0.08 0.02 0.00
0.10 0.04 0.05
0.08 0.03 -0.06
0.02 0.07 0.06
-0.14 -0.02 -0.24
0.07 0.07 0.00
0.03 -0.07 0.02
-0.04 0.04 0.10
0.12 -0.14 0.20
0.06 0.05 -0.14
-0.08 -0.07 0.15
-0.05 -0.04 -0.04
0.10 0.01 -0.06
0.06 0.10 0.03
-0.12 -0.16 -0.03
-0.05 0.00 0.00
0.02 0.02 -0.03
-0.02 -0.02 0.01
-0.05 -0.01 -0.02
-0.08 -0.03 -0.02
-0.04 -0.01 0.05
-0.11 0.04 0.05
-0.01 0.02 -0.03
0.04 -0.03 -0.04
0.09 -0.07 0.03
-0.02 0.09 -0.09
0.10 -0.04 0.07
0.00 -0.03 0.01
0.01 0.02 -0.01
0.01 0.02 -0.03
-0.04 -0.02 -0.05
-0.03 0.03 0.03
-0.07 0.00 0.03
0.10 0.10 -0.15
-0.02 -0.15 0.15
0.09 0.11 -0.12
0.17 -0.14 0.05
-0.22 -0.07 -0.03
0.02 0.12 0.01
0.00 -0.07 0.00
-0.17 0.03 0.02
0.01 -0.03 -0.02
-0.10 -0.17 0.33
-0.01 0.05 -0.10
-0.03 -0.03 0.06
0.00 0.02 -0.01
-0.04 0.00 -0.01
0.05 0.02 0.04
-0.07 -0.06 -0.16
0.05 0.01 0.08
0.01 0.00 -0.03
-0.04 -0.02 0.00
0.03 0.01 -0.01
0.03 -0.01 -0.03
0.02 -0.05 -0.01
0.02 -0.02 0.04
-0.05 -0.01 0.04
0.11 0.04 0.11
-0.03 0.06 -0.01
0.04 0.03 0.02
0.02 0.00 0.03
0.06 0.03 0.00
0.00 0.02 0.00
0.00 -0.04 0.05
-0.03 -0.02 -0.06
0.04 -0.04 -0.04
-0.03 -0.02 -0.05
-0.04 -0.03 0.00
-0.03 -0.02 0.03
-0.01 0.02 0.04
0.00 -0.04 0.02
0.05 0.03 -0.03
0.02 0.05 0.01
0.01 0.01 0.05
0.00 0.01 -0.06
0.07 -0.09 -0.04
-0.03 -0.01 0.01
-0.07 0.08 0.35
-0.14 -0.20 0.00
0.05 0.16 0.01
0.07 0.16 -0.03
0.08 -0.05 -0.10
-0.05 0.04 -0.04
-0.03 0.07 -0.19
-0.02 -0.07 -0.14
0.01 -0.01 0.04
0.03 0.00 -0.01
-0.04 0.02 -0.03
0.00 0.01 0.09
-0.03 0.03 0.03
-0.04 -0.02 -0.02
0.05 -0.03 0.00
-0.03 0.05 -0.01
-0.01 -0.09 0.24
0.10 0.03 0.05
-0.02 0.05 0.07
-0.01 0.02 -0.08
0.06 0.00 -0.01
0.00 -0.02 -0.06
0.02 -0.09 -0.09
0.04 0.02 0.03
-0.05 0.04 0.08
-0.01 0.04 -0.09

=====

[2]
DFT (ωB97M-V/def2-TZVPD) results for a molecular structure, C37H50Br2KN6O3PS5Si2 in a non-equilibrium geometry.

Calculated values
**LUMO energy**: 3.54 eV
**Total charge**: -2

Last column: Löwdin charge in e.
CARTESIAN COORDINATES (ANGSTROEM)
K -18.552705 12.569093 -6.933409  0.522
C -16.807742 15.954608 -7.656925  -0.093
O -17.065751 14.714719 -8.374654  -0.173
C -16.251607 14.433567 -9.398664  -0.230
C -15.074871 15.136491 -9.704644  -0.032
C -14.394524 14.791291 -10.872634  -0.618
Br -12.826228 15.762464 -11.531792  0.631
C -14.810577 13.669727 -11.595096  -0.097
C -15.889643 12.896158 -11.181941  -0.147
C -16.647569 13.281697 -10.155724  -0.227
O -17.629295 12.479460 -9.700805  -0.027
C -16.171475 11.691198 -11.924999  -0.273
N -15.264753 11.036941 -12.622054  0.193
C -16.021410 9.942054 -13.072531  -0.224
C -15.630359 8.798775 -13.806523  -0.041
C -16.530722 7.794509 -14.001113  -0.135
C -17.808251 7.839593 -13.432126  -0.117
C -18.255319 8.932247 -12.711475  0.001
C -17.327149 9.985076 -12.603773  -0.213
N -17.430080 11.158522 -11.976602  0.192
H -15.788836 15.993728 -7.246524  0.069
H -17.502142 16.008524 -6.795488  0.091
H -17.031472 16.785767 -8.306984  0.079
H -14.766571 15.942955 -9.016877  0.117
H -14.224864 13.161831 -12.366584  0.106
H -17.198339 11.574581 -9.605753  0.051
H -14.577092 8.757574 -14.154236  0.114
H -16.167721 6.844164 -14.356796  0.088
H -18.439322 6.959841 -13.489234  0.092
H -19.199527 8.951608 -12.167022  0.114
H -18.245957 11.551624 -11.634974  0.121
C -22.389434 15.837685 -10.235001  -0.191
Si -20.864462 14.790780 -9.747513  0.472
C -19.394645 15.956843 -10.033117  -0.159
C -20.597180 13.407159 -11.060906  -0.189
C -21.128240 13.897336 -8.182124  -0.360
C -21.002604 14.513586 -6.925758  -0.449
C -20.731264 15.894675 -6.704879  -0.063
C -20.679443 16.307089 -5.405830  -0.111
C -20.780556 15.410050 -4.339434  -0.113
C -20.862088 14.067897 -4.649841  -0.167
N -21.038964 13.628296 -5.882654  0.001
Si -22.213956 12.382735 -8.211911  0.508
C -23.359437 12.163520 -6.700914  -0.200
C -23.360767 12.559710 -9.767547  -0.195
C -21.391490 10.669394 -8.492648  -0.183
H -23.264712 15.502858 -9.649305  0.013
H -22.634435 15.662200 -11.339286  0.045
H -22.272670 16.865280 -10.039989  -0.014
H -19.699894 16.601749 -10.811237  0.000
H -18.419645 15.458955 -10.414919  0.060
H -19.117855 16.656576 -9.253681  0.000
H -19.579047 13.413380 -11.483625  0.005
H -21.301007 13.657764 -11.907593  0.033
H -20.795545 12.390814 -10.576888  0.018
H -20.642435 16.607531 -7.517937  0.085
H -20.750130 17.378926 -5.186034  0.087
H -20.828399 15.710572 -3.331405  0.065
H -20.735548 13.357594 -3.816968  0.114
H -23.666117 13.189663 -6.301772  0.046
H -22.783366 11.804167 -5.864165  -0.001
H -24.310393 11.617218 -6.789254  0.016
H -23.749767 13.566983 -9.777947  -0.009
H -24.214865 11.899594 -9.706365  0.011
H -22.874204 12.389511 -10.729489  0.005
H -21.903942 10.140999 -9.357874  0.041
H -21.374109 10.074724 -7.618864  -0.002
H -20.367623 10.806788 -8.879169  0.005
S -12.197163 10.674735 -2.020124  0.312
C -13.496319 11.197144 -3.009968  -1.543
S -13.391221 12.410797 -4.240779  0.839
C -15.105539 12.325417 -4.763428  -1.174
C -15.891019 11.439950 -4.054022  -1.307
S -17.542933 11.103996 -4.253905  0.354
S -15.060200 10.653211 -2.766880  0.853
S -15.722389 13.387455 -5.976797  0.465
N -19.240240 19.922863 -6.063150  -0.082
N -18.254547 18.990161 -6.584405  -0.063
H -20.037111 19.490022 -5.669143  0.015
H -19.614332 20.490017 -6.808364  0.045
H -18.678875 18.119277 -6.917138  0.025
H -17.766717 18.673592 -5.753360  0.054
Br -19.298844 16.844959 0.086596  0.670
C -18.131951 16.425438 -1.359808  -0.680
C -18.232227 15.185632 -2.049801  -0.078
C -17.196735 14.903594 -2.977044  -0.040
C -16.384930 15.930210 -3.352928  -0.154
N -16.301335 17.118280 -2.705117  0.054
C -17.182552 17.373040 -1.706782  -0.219
H -18.979036 14.508165 -1.696387  0.091
H -17.056077 13.926003 -3.443931  0.062
H -15.607018 15.785844 -4.095864  0.084
H -17.175396 18.316078 -1.172163  0.084
C -13.895652 11.571903 -8.702766  -0.176
P -14.894163 10.124249 -8.817042  0.536
C -13.993028 8.939120 -9.737894  -0.179
C -15.072909 9.567663 -7.147839  -0.151
O -16.250511 10.340497 -9.443664  -0.330
H -12.858555 11.258675 -8.351225  0.081
H -14.285079 12.301924 -7.868501  0.034
H -13.831336 12.033477 -9.687580  0.038
H -13.019389 8.723265 -9.246591  0.070
H -13.764424 9.204448 -10.773714  0.051
H -14.661193 8.099740 -9.813923  0.048
H -14.171839 9.563345 -6.548374  0.068
H -15.567464 8.577496 -7.207679  0.075
H -15.726074 10.262830 -6.670216  0.013

Force components x, y, z for each atom (eV/Å):
-0.04 0.05 0.01
-0.37 -0.69 0.56
0.13 1.02 1.01
0.24 -0.44 -0.45
-0.70 0.59 0.29
0.05 -1.10 -0.73
-0.88 -0.47 0.60
1.53 0.21 -0.01
1.09 0.58 -1.69
-0.36 1.15 2.49
-0.69 0.20 0.60
0.06 0.26 -0.57
-1.63 -0.86 0.07
1.10 -1.22 -0.77
1.48 1.50 0.21
0.07 -0.71 0.53
-0.69 -0.06 0.35
0.72 0.21 -0.29
-0.88 -1.11 -0.61
1.83 0.23 -0.06
-0.30 -0.13 -0.22
0.27 -0.43 -0.54
0.18 0.36 -0.37
-0.05 -0.50 -0.80
0.01 0.88 -0.04
0.02 -0.09 0.19
-0.83 -0.20 0.18
-0.09 -0.09 -0.55
0.01 0.02 -0.08
0.17 0.03 -0.33
-1.51 0.89 1.14
-0.74 -1.88 -1.27
0.14 -0.78 -0.14
1.77 -1.13 0.04
-0.56 -0.21 -0.24
-0.47 0.03 -0.44
0.62 -0.81 -0.70
-0.05 -0.29 0.33
-0.84 0.96 0.65
0.10 -0.11 -0.79
-0.07 0.24 0.45
0.75 -0.12 0.80
-0.32 -0.04 -0.66
-0.71 1.90 0.46
0.32 -0.07 0.48
-0.06 0.73 -2.22
0.39 0.13 -0.29
0.26 0.45 1.33
0.27 1.47 0.07
-0.48 0.77 -1.30
-1.69 0.62 0.76
0.06 -0.10 0.51
-0.24 0.08 0.27
0.56 -0.79 0.68
0.23 1.38 -1.03
-0.15 -0.15 -0.03
0.51 -0.22 -0.03
0.23 0.51 0.99
-0.38 -0.08 -0.59
0.33 -1.00 -0.71
0.19 -0.55 0.20
0.42 -0.16 -0.34
-0.22 0.31 -0.08
-0.30 -0.40 0.09
-0.01 -0.05 0.17
0.28 0.38 1.18
0.05 -0.83 0.88
-0.08 -0.06 0.34
-0.57 0.34 -0.68
1.40 0.44 0.59
-0.93 -0.67 0.02
-0.12 -0.15 0.56
1.07 0.97 -0.55
-1.03 -0.28 -0.07
-0.26 -0.88 0.42
0.56 0.17 -0.42
0.88 0.40 -0.58
-0.55 -0.11 0.53
-0.78 -0.95 0.62
0.38 0.04 -0.38
-0.31 0.36 -0.13
0.36 0.20 -0.01
-0.13 -0.11 -0.11
-0.20 -0.94 -0.99
1.85 1.43 0.81
-2.06 -0.68 0.45
1.66 1.53 1.00
-1.15 0.29 0.30
0.47 -1.07 -1.07
-0.18 -0.63 -0.21
-0.42 0.20 0.01
-0.22 -0.17 -0.13
0.40 0.04 -0.17
1.13 1.15 1.80
-0.88 1.31 0.34
1.39 -0.61 -0.53
-0.09 -1.27 -0.27
0.04 -0.18 0.01
-1.12 0.35 -0.54
0.34 -1.16 -1.61
0.10 0.25 0.11
-0.74 -0.24 -0.15
-0.22 0.51 0.16
0.02 -0.82 0.18
0.35 -0.27 -0.06
0.30 0.42 0.41
-0.77 0.58 0.42

=====

[3]
DFT (ωB97M-V/def2-TZVPD) results for a molecular structure, C5H6O2 in a non-equilibrium geometry.

Calculated values
**LUMO energy**: 0.50 eV
**Total charge**: 0

Last column: Löwdin charge in e.
CARTESIAN COORDINATES (ANGSTROEM)
O -1.389188 0.632841 -2.246235  -0.062
C -1.743929 0.323881 -0.914026  -0.269
C -0.568230 -0.054012 -0.082765  -0.104
C 0.030071 -0.940612 0.589389  -0.111
C 1.229069 -0.996910 1.282917  -0.102
C 1.716260 0.810440 0.829772  -0.105
O 2.667794 1.375790 1.166939  0.126
H -0.930486 -0.136730 -2.606483  0.091
H -2.487120 -0.484141 -0.866316  0.121
H -2.213498 1.225981 -0.511507  0.121
H 2.036415 -1.612956 0.880076  0.090
H 1.195893 -0.996271 2.374798  0.091
H 0.456949 0.852699 0.103442  0.112

Force components x, y, z for each atom (eV/Å):
0.12 -0.19 -0.15
-0.16 -0.03 0.34
0.03 -0.24 0.10
0.08 0.36 -0.11
-0.11 -0.19 0.02
0.93 0.55 0.33
-0.93 -0.54 -0.34
-0.05 0.15 -0.02
0.11 0.11 -0.04
0.08 -0.12 -0.04
-0.14 0.11 0.06
0.01 0.02 -0.18
0.03 0.01 0.02

=====

Energy relative to the best compared isomer or geometry (same formula, charge and spin) (computed, kcal per mole): 0.0 26.4 101.4